No. 1
Entry from the Open Molecules 2025 dataset: C10H15Br9O4 as an isolated structure (ωB97M-V with the def2-TZVPD basis set).

Geometry as ORCA input:
```
! RIJCOSX wB97M-V def2-TZVPD def2/J DEFGRID3
* xyz 0 1
C 0.042 -1.481 0.094
C -0.494 -0.552 1.115
C 0.636 0.417 1.553
O 0.087 1.690 1.584
C -1.123 1.696 1.020
O -1.824 2.644 0.814
O -1.488 0.425 0.763
H -0.742 -2.181 -0.194
H 0.856 -2.118 0.440
H 0.284 -0.932 -0.816
H -0.812 -1.148 1.970
H 1.528 0.444 0.927
H 0.920 -0.016 2.513
C -2.731 2.236 -1.569
C -2.008 0.910 -1.513
O -2.557 -0.091 -1.158
C -0.771 0.719 -2.413
H -2.216 2.968 -0.947
H -3.752 2.219 -1.187
H -2.750 2.669 -2.569
H -0.514 -0.335 -2.515
H 0.061 1.211 -1.909
H -1.002 1.121 -3.400
C 3.101 1.767 0.201
Br 2.611 0.099 -0.885
Br 2.610 1.560 2.100
Br 2.163 3.410 -0.446
H 4.186 1.843 0.265
C 3.886 -1.100 2.027
Br 2.053 -1.657 1.911
Br 4.864 -2.116 0.679
Br 4.644 -1.641 3.801
H 3.954 -0.020 1.898
C -2.736 -2.754 -0.741
Br -1.478 -4.107 0.015
Br -4.496 -3.548 -0.511
Br -2.228 -2.445 -2.721
H -2.765 -1.808 -0.199
*
```

## Properties
Total energy = -649176.707 eV
LUMO level = -1.18 eV
Energy above the lowest of the compared OMol25 structures with the same formula, charge and spin = 140.9 kcal per mole
Frontier orbital gap = 8.126 eV
Highest occupied orbital energy = -9.30 eV
Maximum force = 0.12531 hartree/bohr


No. 2
Entry from the Open Molecules 2025 dataset: a 2-piece molecular cluster, C10H15BrN2O2 overall (ωB97M-V with the def2-TZVPD basis set).

Geometry as ORCA input:
```
! RIJCOSX wB97M-V def2-TZVPD def2/J DEFGRID3
* xyz 0 1
C 0.281 -0.421 3.007
C -2.916 -0.170 2.255
C 0.454 -0.026 1.572
C 1.143 1.392 1.573
C 0.891 0.179 4.022
C 0.267 -0.696 0.396
C 2.679 -0.782 -1.527
C -1.764 -0.398 -1.879
C 1.228 -1.004 -1.740
C -0.710 0.629 -1.337
N -2.115 0.626 2.270
N 0.431 -0.194 -0.880
O 2.316 1.563 1.409
O 0.262 2.368 1.863
Br -0.336 -2.599 0.540
H -0.183 -1.433 3.297
H -3.746 -0.779 2.141
H 1.473 1.091 3.945
H 0.647 -0.082 5.078
H 2.678 0.204 -1.177
H 3.100 -1.333 -0.733
H 3.424 -0.635 -2.405
H -1.353 -0.835 -2.778
H -2.117 -0.946 -1.013
H -2.592 0.231 -2.294
H 1.036 -2.079 -1.463
H 1.000 -0.739 -2.716
H -0.923 1.218 -0.518
H -0.259 1.296 -2.078
H -0.707 2.083 2.021
*
```

## Properties
Total energy = -87727.532 eV
LUMO level = 0.47 eV
Energy above the lowest of the compared OMol25 structures with the same formula, charge and spin = 50.4 kcal per mole
Frontier orbital gap = 8.794 eV
Highest occupied orbital energy = -8.32 eV
Maximum force = 0.07952 hartree/bohr


No. 3
Entry from the Open Molecules 2025 dataset: one molecule with the formula C10H15BrN4 (ωB97M-V with the def2-TZVPD basis set).

Geometry as ORCA input:
```
! RIJCOSX wB97M-V def2-TZVPD def2/J DEFGRID3
* xyz 0 1
C -3.484 -1.352 -0.368
C -3.237 0.833 -1.090
C -4.096 -0.157 -0.665
C -1.431 -0.511 -0.669
C 1.948 -1.181 0.426
C 0.629 -1.864 -0.103
C 1.544 0.303 0.727
C 0.746 0.384 1.952
C 2.785 1.195 0.771
C 1.162 1.343 -1.609
N -2.222 -1.521 -0.366
N -1.886 0.695 -1.057
N -0.093 -0.693 -0.720
N 0.684 0.659 -0.416
Br -5.945 0.131 -0.565
H -3.986 -2.180 0.150
H -3.665 1.797 -1.194
H 2.211 -1.666 1.371
H 2.758 -1.314 -0.273
H 0.979 -2.616 -0.802
H -0.107 -2.296 0.568
H 0.318 1.311 2.420
H 1.275 -0.059 2.827
H -0.064 -0.241 1.839
H 2.639 2.240 0.672
H 3.601 1.021 0.095
H 3.364 1.146 1.672
H 0.986 2.401 -1.472
H 2.177 1.206 -1.801
H 0.412 0.987 -2.320
*
```

## Properties
Total energy = -86613.780 eV
LUMO level = 0.79 eV
Energy above the lowest of the compared OMol25 structures with the same formula, charge and spin = 0.8 kcal per mole
Frontier orbital gap = 8.902 eV
Highest occupied orbital energy = -8.12 eV
Maximum force = 0.07125 hartree/bohr


No. 4
Entry from the Open Molecules 2025 dataset: a 2-piece molecular cluster, C10H15BrNP overall (ωB97M-V with the def2-TZVPD basis set).

Geometry as ORCA input:
```
! RIJCOSX wB97M-V def2-TZVPD def2/J DEFGRID3
* xyz 0 1
C 0.269 -1.263 -4.489
C -0.706 -2.029 -3.911
C 0.569 0.013 -4.098
C -1.431 -1.498 -2.839
C -0.078 0.534 -3.010
C -1.118 -0.190 -2.374
C -2.534 2.329 2.187
C -0.042 -1.810 1.516
C -1.686 1.242 2.986
C -0.139 -0.400 2.170
N -1.456 0.025 2.251
P -1.829 0.816 -1.063
Br -3.462 -0.488 -0.227
H 0.735 -1.867 -5.352
H -0.907 -3.010 -4.249
H 1.236 0.731 -4.673
H -2.123 -2.061 -2.165
H 0.089 1.576 -2.794
H -1.864 2.604 1.391
H -3.582 2.168 1.888
H -2.539 3.205 2.746
H -0.376 -2.553 2.360
H -0.919 -1.833 0.774
H 0.865 -2.130 1.106
H -0.736 1.692 3.168
H -2.135 1.051 3.940
H 0.300 -0.425 3.226
H 0.546 0.165 1.442
*
```

## Properties
Total energy = -91431.210 eV
LUMO level (spin up / spin down) = -1.26 / -0.05 eV
Energy above the lowest of the compared OMol25 structures with the same formula, charge and spin = 38.6 kcal per mole
Frontier orbital gap (spin up / spin down) = 7.658 / 7.526 eV
Highest occupied orbital energy (spin up / spin down) = -8.92 / -7.58 eV
Maximum force = 0.09915 hartree/bohr


No. 5
Entry from the Open Molecules 2025 dataset: C10H15ClI2IrN2O2P as an isolated structure (ωB97M-V with the def2-TZVPD basis set).

Geometry as ORCA input:
```
! RIJCOSX wB97M-V def2-TZVPD def2/J DEFGRID3
* xyz 2 5
I -0.012 1.065 -2.352
I 1.191 1.588 2.512
Ir 0.733 0.886 0.104
P 2.909 0.094 0.099
C 4.083 1.462 -0.026
C 3.514 -0.790 1.591
H 2.715 -1.947 -1.164
H 4.325 -1.176 -1.357
H 2.897 -0.535 -2.235
C 3.248 -1.002 -1.311
H 3.010 -1.763 1.687
H 4.601 -0.935 1.493
H 5.089 1.061 0.145
H 3.854 2.210 0.741
H 3.306 -0.198 2.495
H 4.036 1.920 -1.020
C 1.349 2.554 -0.452
O 1.739 3.598 -0.785
Cl 0.683 -1.547 0.437
N -5.545 -0.942 -1.654
C -4.190 -0.760 -1.749
O -3.589 -0.740 -2.815
C -3.485 -0.590 -0.430
C -4.065 -0.523 0.847
C -3.246 -0.184 1.919
C -1.945 0.221 1.662
N -1.390 0.187 0.450
C -2.100 -0.420 -0.498
H -6.042 -0.995 -2.534
H -6.063 -0.714 -0.824
H -5.120 -0.758 1.014
H -3.587 -0.175 2.959
H -1.303 0.543 2.470
H -1.598 -0.698 -1.419
*
```

## Properties
Total energy = -58522.286 eV
LUMO level (spin up / spin down) = -7.57 / -11.11 eV
Energy above the lowest of the compared OMol25 structures with the same formula, charge and spin = 21.9 kcal per mole
Frontier orbital gap (spin up / spin down) = 6.406 / 4.683 eV
Highest occupied orbital energy (spin up / spin down) = -13.98 / -15.79 eV
⟨S²⟩ = 6.0253
Maximum force = 0.11219 hartree/bohr


No. 6
Entry from the Open Molecules 2025 dataset: one molecule with the formula C10H15ClN4O (ωB97M-V with the def2-TZVPD basis set).

Geometry as ORCA input:
```
! RIJCOSX wB97M-V def2-TZVPD def2/J DEFGRID3
* xyz 0 1
Cl -3.054 0.807 -1.980
N -1.337 -1.309 -1.720
N 1.188 1.229 2.306
O 0.998 -1.213 -1.905
C -0.176 -0.774 -1.304
C 1.525 1.417 1.073
C -0.153 0.302 -0.262
C -1.251 0.490 0.500
N 0.964 1.085 -0.099
N 2.739 1.961 0.890
C 0.983 -2.494 -2.577
C -3.699 -1.762 -1.350
C 2.275 1.737 3.172
C -2.464 -0.415 0.298
C 3.370 2.261 2.213
C -2.591 -0.748 -1.188
H -1.309 1.339 1.219
H 1.689 0.810 -0.755
H 2.752 2.643 0.114
H 0.393 -2.446 -3.535
H 2.002 -2.860 -2.783
H 0.524 -3.231 -1.934
H -3.415 -2.790 -1.114
H -4.034 -1.800 -2.392
H -4.545 -1.507 -0.686
H 2.635 0.928 3.826
H 1.979 2.601 3.760
H -3.388 0.077 0.637
H -2.335 -1.356 0.849
H 4.260 1.679 2.321
H 3.477 3.339 2.406
*
```

## Properties
Total energy = -31142.383 eV
LUMO level = 0.46 eV
Energy above the lowest of the compared OMol25 structures with the same formula, charge and spin = 0.0 kcal per mole
Frontier orbital gap = 8.771 eV
Highest occupied orbital energy = -8.31 eV
Maximum force = 0.07812 hartree/bohr


No. 7
Entry from the Open Molecules 2025 dataset: C10H15MnN6O2S as an isolated structure (ωB97M-V with the def2-TZVPD basis set).

Geometry as ORCA input:
```
! RIJCOSX wB97M-V def2-TZVPD def2/J DEFGRID3
* xyz 2 5
Mn -0.637 -0.319 -0.180
C 2.428 -3.140 -0.707
C 1.632 -1.955 -0.308
N 0.409 -2.000 0.114
N -0.146 -3.235 0.308
C -1.438 -3.219 0.151
N -2.146 -4.334 0.299
S -2.346 -1.771 -0.328
C 2.182 -0.585 -0.419
C 3.529 -0.307 -0.522
C 3.938 1.023 -0.553
C 2.990 2.029 -0.483
C 1.656 1.676 -0.384
N 1.259 0.401 -0.356
H 1.770 -3.877 -1.163
H 2.878 -3.617 0.168
H 3.218 -2.862 -1.400
H -1.670 -5.195 0.521
H -3.148 -4.339 0.226
H 4.252 -1.109 -0.561
H 4.990 1.265 -0.624
H 3.271 3.072 -0.497
H 0.883 2.431 -0.313
C -3.144 3.773 1.881
O -2.293 2.616 2.109
C -1.898 1.859 1.143
O -1.184 0.873 1.372
N -2.231 2.167 -0.147
N -1.877 1.218 -1.133
H -3.285 4.209 2.862
H -4.105 3.451 1.482
H -2.637 4.483 1.229
H -2.951 2.837 -0.375
H -1.427 1.703 -1.909
H -2.721 0.779 -1.503
*
```

## Properties
Total energy = -65790.607 eV
LUMO level (spin up / spin down) = -8.61 / -7.63 eV
Frontier orbital gap (spin up / spin down) = 6.384 / 7.488 eV
Highest occupied orbital energy (spin up / spin down) = -14.99 / -15.12 eV
⟨S²⟩ = 6.1398
Maximum force = 0.01583 hartree/bohr


No. 8
Entry from the Open Molecules 2025 dataset: a 2-piece molecular cluster, C10H15N2O4 overall (ωB97M-V with the def2-TZVPD basis set).

Geometry as ORCA input:
```
! RIJCOSX wB97M-V def2-TZVPD def2/J DEFGRID3
* xyz 1 1
C 5.312 -0.683 -2.844
C 4.519 0.071 -2.369
C 3.662 1.061 -1.735
N 2.256 0.893 -2.128
C 1.610 1.750 -2.911
N 0.381 1.301 -3.075
C 0.213 0.142 -2.360
C 1.403 -0.121 -1.768
O 1.809 -1.104 -0.977
H 6.064 -1.341 -3.205
H 3.996 2.060 -1.991
H 3.743 0.940 -0.657
H 2.043 2.636 -3.333
H -0.347 1.742 -3.616
H -0.705 -0.409 -2.312
H 1.316 -1.912 -1.180
C -0.594 0.201 1.123
C -1.884 0.934 1.429
O -2.976 0.025 1.582
C -3.034 -0.591 2.771
O -2.270 -0.420 3.684
O -4.089 -1.396 2.766
C -4.274 -2.144 3.975
H -0.722 -0.455 0.260
H 0.207 0.913 0.911
H -0.287 -0.420 1.963
H -2.165 1.581 0.599
H -1.783 1.555 2.317
H -4.288 -1.485 4.840
H -3.484 -2.885 4.083
H -5.233 -2.643 3.879
*
```

## Properties
Total energy = -21775.208 eV
LUMO level = -3.09 eV
Energy above the lowest of the compared OMol25 structures with the same formula, charge and spin = 0.0 kcal per mole
Frontier orbital gap = 9.857 eV
Highest occupied orbital energy = -12.94 eV
Maximum force = 0.01507 hartree/bohr